Computed, not measured: 7 unconnected molecules or ions with the total composition C39H41ClF48N5O8, with the ωB97M-V functional and the def2-TZVPD basis.

## Properties
Charge: +1
Gap between HOMO and LUMO: 10.39 eV
LUMO: -2.4 eV

Each line ends with the Löwdin charge.
Cartesian coordinates (Å):
C1 3.33 -4.19 1.24  -0.11
C2 2.38 -4.92 0.29  -0.70
Cl1 3.20 -5.43 -1.22  0.64
C3 1.09 -4.16 -0.06  -0.13
C4 1.32 -3.07 -1.05  -0.26
N1 2.38 -2.26 -1.06  0.25
C5 2.20 -1.45 -2.12  -0.32
N2 3.06 -0.50 -2.48  0.09
C6 4.21 -0.21 -1.63  -0.12
C7 3.84 0.58 -0.36  -0.07
C8 4.16 -0.18 0.92  -0.55
O1 5.21 -0.68 1.11  0.14
O2 3.19 -0.25 1.85  0.12
N3 1.05 -1.73 -2.73  0.20
N4 0.46 -2.76 -2.04  0.01
C9 -0.82 -3.31 -2.45  -0.18
N5 -1.75 -2.24 -2.79  0.07
H1 2.84 -3.36 1.74  0.08
H2 4.19 -3.79 0.71  0.07
H3 3.70 -4.88 2.00  0.08
H4 2.05 -5.86 0.74  0.10
H5 0.71 -3.69 0.86  0.14
H6 0.34 -4.86 -0.41  0.11
H7 2.90 0.02 -3.32  0.16
H8 4.90 0.37 -2.25  0.13
H9 4.70 -1.15 -1.36  0.13
H10 4.39 1.53 -0.34  0.12
H11 2.78 0.85 -0.40  0.10
H12 2.47 0.35 1.64  0.08
H13 0.61 -1.30 -3.53  0.18
H14 -1.16 -3.92 -1.61  0.11
H15 -0.65 -3.97 -3.31  0.13
H16 -1.45 -1.35 -2.43  0.04
H17 -2.65 -2.42 -2.35  0.08
C10 -1.23 3.99 -3.08  -0.04
C11 -1.41 2.76 -2.19  -0.44
C12 -0.40 1.62 -2.31  -0.29
F1 -0.40 1.08 -3.55  0.08
F2 -0.74 0.62 -1.45  0.07
F3 -2.66 2.25 -2.31  0.14
F4 -1.25 3.19 -0.90  0.11
O3 -2.01 4.03 -4.25  0.06
C13 -1.58 3.50 -5.44  -0.54
C14 -2.51 2.39 -5.93  -0.29
F5 -2.59 1.41 -5.00  0.09
F6 -2.00 1.86 -7.06  0.11
F7 -0.30 3.07 -5.36  0.14
F8 -1.62 4.48 -6.36  0.16
H18 -1.59 4.82 -2.48  0.16
H19 -0.17 4.17 -3.28  0.15
H20 0.61 1.95 -2.07  0.17
H21 -3.51 2.79 -6.12  0.15
C15 7.21 -2.11 3.58  -0.04
C16 6.08 -2.34 4.59  -0.43
C17 6.22 -1.72 5.98  -0.31
F9 7.29 -2.23 6.62  0.10
F10 5.11 -2.02 6.69  0.10
F11 5.81 -3.66 4.70  0.13
F12 4.98 -1.73 4.05  0.08
O4 8.15 -3.15 3.44  0.05
C18 9.28 -3.21 4.20  -0.55
C19 9.35 -4.51 5.01  -0.29
F13 8.27 -4.61 5.81  0.10
F14 10.46 -4.48 5.78  0.11
F15 9.42 -2.13 4.99  0.16
F16 10.34 -3.24 3.35  0.14
H22 6.71 -2.05 2.61  0.13
H23 7.69 -1.14 3.75  0.15
H24 6.32 -0.64 5.91  0.17
H25 9.39 -5.37 4.34  0.17
C20 -5.85 0.42 -7.40  -0.03
C21 -6.38 -1.01 -7.30  -0.44
C22 -7.90 -1.21 -7.20  -0.31
F17 -8.37 -0.63 -6.08  0.10
F18 -8.15 -2.53 -7.14  0.11
F19 -5.77 -1.67 -6.30  0.14
F20 -6.03 -1.61 -8.48  0.10
O5 -5.38 0.99 -6.19  0.03
C23 -6.19 1.70 -5.35  -0.55
C24 -6.24 1.06 -3.95  -0.29
F21 -6.68 -0.20 -4.03  0.11
F22 -7.08 1.78 -3.19  0.11
F23 -7.41 1.89 -5.85  0.17
F24 -5.62 2.92 -5.18  0.13
H26 -4.96 0.34 -8.02  0.15
H27 -6.55 1.07 -7.92  0.15
H28 -8.40 -0.78 -8.07  0.18
H29 -5.24 1.08 -3.52  0.17
C25 1.79 3.35 4.59  -0.02
C26 2.57 4.39 5.40  -0.44
C27 2.23 5.86 5.16  -0.31
F25 2.51 6.19 3.88  0.09
F26 2.98 6.62 5.97  0.12
F27 3.89 4.19 5.28  0.14
F28 2.21 4.16 6.70  0.11
O6 2.45 2.85 3.43  0.06
C28 2.33 3.43 2.22  -0.54
C29 3.69 3.88 1.66  -0.29
F29 4.25 4.79 2.47  0.13
F30 3.49 4.43 0.44  0.10
F31 1.43 4.41 2.17  0.16
F32 1.89 2.45 1.34  0.09
H30 1.71 2.49 5.24  0.15
H31 0.78 3.69 4.36  0.15
H32 1.17 6.05 5.36  0.16
H33 4.36 3.02 1.56  0.17
C30 -4.10 7.23 4.14  -0.04
C31 -3.72 6.73 5.54  -0.44
C32 -3.22 7.76 6.56  -0.31
F33 -2.09 8.35 6.12  0.10
F34 -2.95 7.12 7.71  0.11
F35 -2.83 5.71 5.44  0.13
F36 -4.87 6.24 6.07  0.10
O7 -3.12 7.08 3.13  0.05
C33 -2.20 8.03 2.85  -0.56
C34 -0.77 7.50 3.03  -0.28
F37 -0.60 7.08 4.31  0.08
F38 0.11 8.49 2.79  0.11
F39 -2.39 9.16 3.54  0.16
F40 -2.31 8.33 1.53  0.14
H34 -4.92 6.59 3.83  0.15
H35 -4.48 8.25 4.18  0.15
H36 -3.99 8.52 6.74  0.18
H37 -0.59 6.67 2.35  0.17
C35 -4.11 -6.98 -0.42  -0.04
C36 -3.24 -6.15 -1.35  -0.42
C37 -3.48 -6.24 -2.86  -0.29
F41 -3.25 -7.48 -3.32  0.12
F42 -2.60 -5.39 -3.46  0.08
F43 -1.92 -6.34 -1.09  0.12
F44 -3.52 -4.83 -1.05  0.08
O8 -3.55 -8.19 0.04  0.05
C38 -3.71 -9.36 -0.65  -0.55
C39 -2.36 -9.96 -1.05  -0.28
F45 -1.67 -9.07 -1.80  0.09
F46 -2.58 -11.06 -1.79  0.11
F47 -4.51 -9.21 -1.71  0.16
F48 -4.29 -10.25 0.19  0.16
H38 -4.23 -6.37 0.48  0.15
H39 -5.11 -7.12 -0.85  0.15
H40 -4.49 -5.93 -3.11  0.18
H41 -1.78 -10.22 -0.16  0.18

=====

Computed, not measured: a molecular structure, C39H41NO2P2Re, with the ωB97M-V functional and the def2-TZVPD basis.

## Properties
Charge: +2
Gap between HOMO and LUMO (spin up / spin down): 5.55 / 5.50 eV
Relative energy (zero: lowest compared OMol25 entry of this formula, charge and spin): 181.5 kJ/mol
Spin multiplicity: 4
LUMO (spin up / spin down): -8.0 / -8.4 eV

Each line ends with the Löwdin charge.
Cartesian coordinates (Å):
Re1 0.01 0.63 0.74  1.16
C1 -1.75 1.16 -2.70  -0.08
C2 -1.69 -0.17 -2.56  -0.15
C3 -1.05 -1.08 -3.57  -0.17
C4 0.34 -0.59 -4.07  -0.15
C5 1.12 0.21 -3.05  -0.14
C6 0.96 1.49 -2.70  -0.12
C7 0.18 2.43 -3.59  -0.15
C8 -1.23 1.92 -3.88  -0.16
C9 1.49 0.54 2.38  -0.22
H1 -2.24 1.82 -1.98  0.09
H2 -2.32 -0.71 -1.84  0.05
H3 -1.73 -1.20 -4.43  0.14
H4 -0.91 -2.07 -3.11  0.08
H5 0.93 -1.50 -4.28  0.12
H6 0.25 -0.05 -5.04  0.12
H7 1.96 -0.36 -2.68  0.07
H8 1.54 1.97 -1.90  0.07
H9 0.73 2.54 -4.55  0.14
H10 0.12 3.43 -3.12  0.12
H11 -1.88 2.79 -4.04  0.13
H12 -1.28 1.28 -4.77  0.11
H13 1.21 1.45 2.96  0.06
H14 2.60 0.49 2.33  0.04
H15 1.15 -0.38 2.89  0.03
P1 -0.95 -1.31 0.25  1.03
P2 2.17 -0.06 0.13  0.94
C10 0.33 -2.08 -0.72  -0.28
C11 1.59 -1.52 -0.83  -0.27
C12 -2.10 -2.70 0.41  -0.37
C13 -2.68 -3.34 -0.72  -0.09
C14 -3.62 -4.36 -0.53  -0.05
C15 -3.98 -4.79 0.74  -0.03
C16 -3.36 -4.21 1.85  -0.04
C17 -2.41 -3.20 1.69  -0.06
C18 -2.58 0.29 0.19  -0.23
C19 -2.27 1.62 0.30  -0.26
C20 -3.28 2.59 0.15  -0.05
C21 -4.58 2.19 -0.17  -0.03
C22 -4.89 0.83 -0.26  -0.02
C23 -3.89 -0.14 -0.02  -0.06
C24 3.62 -0.95 0.90  -0.34
C25 3.30 -2.11 1.62  -0.10
C26 4.32 -2.94 2.10  -0.04
C27 5.66 -2.63 1.83  -0.04
C28 5.97 -1.44 1.17  -0.04
C29 4.97 -0.60 0.69  -0.05
C30 3.05 1.59 -0.16  -0.36
C31 2.83 2.70 0.67  -0.09
C32 3.28 3.98 0.30  -0.04
C33 3.97 4.15 -0.90  -0.04
C34 4.22 3.04 -1.72  -0.04
C35 3.81 1.77 -1.34  -0.13
H16 0.06 -3.05 -1.16  0.10
H17 2.35 -1.96 -1.49  0.11
H18 -2.42 -3.01 -1.73  0.10
H19 -4.08 -4.81 -1.41  0.12
H20 -4.73 -5.56 0.87  0.12
H21 -3.61 -4.55 2.86  0.12
H22 -1.90 -2.77 2.55  0.08
H23 -1.21 2.08 0.27  0.08
H24 -2.98 3.62 0.21  0.13
H25 -5.34 2.96 -0.36  0.13
H26 -5.92 0.52 -0.50  0.13
H27 -4.17 -1.19 -0.02  0.11
H28 2.24 -2.37 1.74  0.11
H29 4.05 -3.83 2.66  0.12
H30 6.43 -3.32 2.15  0.12
H31 7.02 -1.18 1.00  0.12
H32 5.23 0.31 0.13  0.10
H33 2.26 2.59 1.61  0.08
H34 3.07 4.83 0.97  0.13
H35 4.30 5.16 -1.20  0.13
H36 4.72 3.19 -2.68  0.12
H37 3.99 0.91 -2.00  0.12
O1 -1.37 2.98 2.61  0.05
C36 -1.58 1.87 3.10  -0.46
C37 -2.41 1.56 4.36  -0.07
C38 -2.08 0.14 4.73  -0.07
C39 -1.19 -0.36 3.60  -0.45
O2 -0.63 -1.47 3.59  0.01
N1 -1.08 0.65 2.63  -0.07
H38 -2.11 2.26 5.14  0.13
H39 -3.48 1.70 4.16  0.14
H40 -1.52 0.14 5.67  0.14
H41 -2.95 -0.53 4.83  0.14

=====

Computed, not measured: 2 unconnected molecules or ions with the total composition C39H42BNO3S, with the ωB97M-V functional and the def2-TZVPD basis.

## Properties
Gap between HOMO and LUMO: 7.07 eV
LUMO: 0.7 eV

Each line ends with the Löwdin charge.
Cartesian coordinates (Å):
C1 -5.87 -0.43 3.26  -0.06
O1 -4.67 0.37 3.13  -0.12
C2 -3.60 -0.12 2.43  -0.29
C3 -2.32 0.16 2.93  0.01
C4 -1.20 -0.10 2.16  -0.05
C5 -1.31 -0.78 0.94  -0.12
C6 -0.14 -1.39 0.22  -0.10
B1 1.24 -0.73 0.01  -0.69
O2 1.68 -0.66 -1.30  0.14
C7 3.11 -0.83 -1.23  -0.41
C8 3.39 -2.25 -1.71  0.00
C9 3.70 0.15 -2.22  -0.01
C10 3.45 -0.53 0.32  -0.39
C11 3.97 -1.75 1.06  0.00
C12 4.28 0.71 0.57  -0.02
O3 2.13 -0.22 0.92  0.14
C13 -0.43 -2.18 -1.06  -0.09
C14 -1.17 -1.87 -2.20  -0.02
C15 -1.23 -2.80 -3.25  -0.07
C16 -0.54 -4.02 -3.19  -0.08
C17 0.18 -4.34 -2.04  -0.01
C18 0.20 -3.44 -0.98  -0.12
C19 0.80 -3.61 0.34  -0.12
C20 1.51 -4.68 0.90  -0.02
C21 1.88 -4.62 2.24  -0.08
C22 1.55 -3.51 3.02  -0.07
C23 0.90 -2.41 2.45  0.00
C24 0.54 -2.46 1.11  -0.08
C25 -2.59 -1.10 0.49  -0.01
C26 -3.74 -0.77 1.19  0.00
H1 -6.29 -0.11 4.21  0.09
H2 -6.56 -0.21 2.44  0.08
H3 -5.67 -1.52 3.28  0.10
H4 -2.25 0.63 3.91  0.12
H5 -0.22 0.20 2.52  0.12
H6 4.47 -2.44 -1.77  0.10
H7 2.93 -3.02 -1.08  0.08
H8 2.97 -2.35 -2.72  0.10
H9 4.80 0.10 -2.20  0.10
H10 3.38 -0.13 -3.23  0.10
H11 3.37 1.18 -2.02  0.06
H12 4.97 -2.02 0.71  0.10
H13 4.03 -1.52 2.13  0.10
H14 3.30 -2.61 0.92  0.07
H15 5.32 0.56 0.28  0.10
H16 3.86 1.57 0.02  0.04
H17 4.24 0.95 1.64  0.10
H18 -1.69 -0.92 -2.27  0.09
H19 -1.83 -2.55 -4.13  0.10
H20 -0.57 -4.71 -4.03  0.10
H21 0.74 -5.27 -1.94  0.11
H22 1.74 -5.53 0.26  0.11
H23 2.44 -5.45 2.69  0.10
H24 1.80 -3.48 4.07  0.10
H25 0.67 -1.53 3.04  0.11
H26 -2.72 -1.67 -0.42  0.11
H27 -4.72 -1.03 0.79  0.12
C27 3.71 5.51 0.11  -0.12
C28 2.97 4.38 -0.46  -0.61
C29 2.77 4.09 -1.80  -0.12
C30 1.81 3.06 -1.99  -0.11
C31 1.17 2.69 -0.79  -0.44
C32 -0.12 2.16 -0.54  -0.27
C33 -0.75 2.44 0.69  -0.08
C34 -2.09 2.68 0.68  -0.02
C35 -2.84 2.36 -0.48  -0.23
N1 -4.18 2.62 -0.49  -0.20
C36 -5.02 2.06 -1.52  -0.06
C37 -4.75 3.38 0.60  -0.06
C38 -2.23 1.69 -1.57  -0.03
C39 -0.87 1.55 -1.59  -0.02
S1 2.05 3.36 0.57  1.11
H28 4.09 6.13 -0.70  0.08
H29 3.05 6.09 0.75  0.08
H30 4.54 5.14 0.72  0.08
H31 3.32 4.61 -2.60  0.11
H32 1.52 2.61 -2.94  0.11
H33 -0.18 2.50 1.62  0.10
H34 -2.61 3.04 1.57  0.11
H35 -5.00 0.96 -1.49  0.09
H36 -6.04 2.42 -1.34  0.08
H37 -4.68 2.39 -2.51  0.09
H38 -4.15 4.29 0.76  0.09
H39 -5.78 3.66 0.34  0.08
H40 -4.74 2.81 1.54  0.09
H41 -2.86 1.31 -2.38  0.10
H42 -0.32 1.04 -2.38  0.12

=====

Computed, not measured: a molecular structure, C39H43As2CeClSi2, with the ωB97M-V functional and the def2-TZVPD basis.

## Properties
Charge: +1
Gap between HOMO and LUMO (spin up / spin down): 5.52 / 5.55 eV
Spin multiplicity: 2
LUMO (spin up / spin down): -3.1 / -3.1 eV

Each line ends with the Löwdin charge.
Cartesian coordinates (Å):
C1 3.57 -0.30 0.00  -0.20
C2 2.56 0.09 -0.94  -0.19
C3 2.14 1.41 -0.60  -0.17
H1 2.23 -0.49 -1.81  0.13
C4 2.87 1.83 0.54  -0.17
C5 3.76 0.78 0.92  -0.19
H2 4.47 0.80 1.74  0.11
H3 4.16 -1.21 -0.04  0.11
H4 1.41 1.99 -1.16  0.12
H5 2.77 2.81 1.03  0.12
Ce1 1.39 -0.14 1.32  0.74
Si1 -1.88 -0.09 0.26  0.18
C6 -1.94 -0.92 -1.43  -0.30
C7 -2.82 -1.92 -1.87  -0.09
H6 -3.58 -2.32 -1.19  0.11
C8 -2.76 -2.34 -3.21  -0.07
H7 -3.47 -3.11 -3.57  0.11
C9 -1.84 -1.79 -4.09  -0.08
H8 -1.79 -2.11 -5.13  0.11
C10 -0.95 -0.80 -3.65  -0.07
H9 -0.20 -0.34 -4.31  0.11
C11 -1.01 -0.36 -2.33  -0.14
H10 -0.34 0.43 -1.99  0.07
C12 -1.19 1.74 0.16  -0.36
C13 -1.27 2.55 -0.99  -0.11
H11 -1.66 2.15 -1.93  0.09
C14 -0.89 3.90 -0.92  -0.04
H12 -1.07 4.55 -1.77  0.12
C15 -0.30 4.39 0.25  -0.07
H13 -0.01 5.45 0.31  0.11
C16 -0.05 3.53 1.33  -0.09
H14 0.52 3.88 2.19  0.11
C17 -0.55 2.22 1.32  -0.21
H15 -0.47 1.59 2.22  0.08
H16 -0.20 -0.34 -0.03  -0.08
Si2 -3.87 1.02 0.14  0.69
C18 -4.21 2.78 0.62  -0.29
C19 -4.98 3.61 -0.24  -0.08
H17 -5.55 3.15 -1.05  0.10
C20 -4.97 5.00 -0.07  -0.08
H18 -5.53 5.62 -0.79  0.11
C21 -4.25 5.60 0.96  -0.08
H19 -4.21 6.70 1.05  0.11
C22 -3.59 4.78 1.88  -0.09
H20 -3.03 5.23 2.70  0.11
C23 -3.59 3.39 1.73  -0.11
H21 -3.06 2.77 2.46  0.10
C24 -4.74 0.70 -1.49  -0.33
C25 -4.33 1.24 -2.73  -0.10
H22 -3.53 1.98 -2.78  0.09
C26 -4.93 0.81 -3.92  -0.08
H23 -4.55 1.17 -4.88  0.11
C27 -6.00 -0.10 -3.89  -0.08
H24 -6.47 -0.43 -4.82  0.11
C28 -6.44 -0.59 -2.66  -0.08
H25 -7.27 -1.31 -2.62  0.11
C29 -5.82 -0.20 -1.46  -0.11
H26 -6.15 -0.61 -0.50  0.10
H27 -3.78 -0.14 1.18  -0.04
Cl1 -1.38 -1.28 2.02  0.37
C30 2.94 -3.46 4.36  -0.25
As1 3.03 -1.98 3.08  1.14
C31 3.68 -0.62 4.33  -0.28
C32 4.70 -2.58 2.19  -0.42
C33 5.93 -2.13 2.69  -0.10
C34 7.12 -2.47 2.02  -0.06
C35 7.07 -3.30 0.90  -0.06
C36 5.84 -3.81 0.45  -0.13
C37 4.64 -3.42 1.07  -0.44
As2 2.94 -4.19 0.30  1.20
C38 3.44 -3.90 -1.57  -0.31
C39 1.41 -2.89 0.27  -0.40
H28 1.89 -3.55 4.67  0.03
H29 3.58 -3.23 5.22  0.04
H30 3.27 -4.38 3.87  0.04
H31 4.20 -1.12 5.16  0.04
H32 4.33 0.09 3.82  0.02
H33 2.79 -0.10 4.71  0.03
H34 5.97 -1.51 3.58  0.09
H35 8.07 -2.09 2.39  0.11
H36 7.99 -3.57 0.38  0.11
H37 5.83 -4.50 -0.40  0.10
H38 3.38 -4.89 -2.04  0.03
H39 2.73 -3.22 -2.03  0.02
H40 4.47 -3.52 -1.63  0.02
H41 0.57 -3.37 -0.26  0.07
H42 1.09 -2.67 1.31  -0.07
H43 1.72 -2.01 -0.32  -0.03

=====

Computed, not measured: a molecular structure, C39H43As2ClPdSi2, with the ωB97M-V functional and the def2-TZVPD basis.

## Properties
Charge: +2
Gap between HOMO and LUMO (spin up / spin down): 5.73 / 4.08 eV
Relative energy (zero: lowest compared OMol25 entry of this formula, charge and spin): 187.3 kJ/mol
Spin multiplicity: 5
LUMO (spin up / spin down): -5.4 / -9.3 eV

Each line ends with the Löwdin charge.
Cartesian coordinates (Å):
C1 -2.42 -0.66 3.47  -0.15
C2 -3.02 -0.55 2.18  -0.12
C3 -2.53 -1.62 1.37  -0.15
H1 -3.74 0.21 1.87  0.12
C4 -1.60 -2.37 2.17  -0.16
C5 -1.57 -1.79 3.47  -0.13
H2 -1.00 -2.15 4.32  0.11
H3 -2.61 -0.01 4.32  0.12
H4 -2.79 -1.82 0.34  0.11
H5 -1.04 -3.24 1.83  0.10
Pd1 -0.78 -0.33 1.82  0.61
Si1 1.05 0.26 -0.89  0.05
C6 0.00 1.81 -0.89  -0.34
C7 0.60 3.01 -1.31  -0.12
H6 1.67 3.07 -1.48  0.12
C8 -0.18 4.13 -1.59  -0.05
H7 0.29 5.05 -1.95  0.12
C9 -1.57 4.08 -1.46  -0.05
H8 -2.19 4.96 -1.69  0.12
C10 -2.17 2.89 -1.06  -0.07
H9 -3.26 2.82 -1.01  0.12
C11 -1.39 1.78 -0.73  -0.14
H10 -1.91 0.88 -0.38  0.08
C12 -0.04 -1.23 -1.26  -0.39
C13 -1.25 -1.17 -2.13  -0.27
H11 -1.92 -0.31 -2.17  0.10
C14 -1.94 -2.45 -2.34  -0.04
H12 -2.89 -2.42 -2.89  0.12
C15 -1.51 -3.61 -1.76  -0.07
H13 -2.07 -4.54 -1.88  0.12
C16 -0.33 -3.65 -0.99  -0.08
H14 0.00 -4.61 -0.56  0.12
C17 0.41 -2.50 -0.77  -0.12
H15 1.36 -2.56 -0.22  0.10
H16 0.52 0.02 0.62  -0.10
Si2 0.18 -0.39 -3.21  0.81
C18 0.74 -1.72 -4.35  -0.26
C19 0.14 -1.76 -5.62  -0.07
H17 -0.20 -0.84 -6.10  0.11
C20 -0.11 -3.00 -6.21  -0.06
H18 -0.69 -3.08 -7.12  0.12
C21 0.37 -4.16 -5.59  -0.06
H19 0.14 -5.15 -6.00  0.12
C22 1.20 -4.07 -4.46  -0.06
H20 1.62 -4.97 -4.00  0.11
C23 1.45 -2.83 -3.88  -0.09
H21 2.13 -2.72 -3.03  0.11
C24 -0.25 1.15 -4.24  -0.26
C25 -1.59 1.46 -4.55  -0.09
H22 -2.36 0.75 -4.25  0.11
C26 -1.93 2.63 -5.22  -0.07
H23 -2.97 2.85 -5.43  0.11
C27 -0.94 3.51 -5.66  -0.06
H24 -1.20 4.42 -6.21  0.12
C28 0.41 3.19 -5.43  -0.06
H25 1.20 3.86 -5.81  0.12
C29 0.75 2.02 -4.73  -0.08
H26 1.81 1.79 -4.55  0.12
H27 1.72 0.43 -2.18  0.00
Cl1 2.99 0.05 -0.05  0.31
C30 4.15 -0.81 4.11  -0.23
As1 2.33 -0.89 3.31  1.28
C31 1.99 -2.77 3.73  -0.25
C32 1.35 -0.08 4.85  -0.42
C33 1.56 -0.56 6.13  -0.09
C34 0.92 0.08 7.21  -0.04
C35 0.13 1.21 7.00  -0.04
C36 -0.03 1.73 5.70  -0.09
C37 0.55 1.07 4.63  -0.39
As2 0.21 1.58 2.74  1.08
C38 -1.13 2.98 2.94  -0.24
C39 1.74 2.62 2.14  -0.25
H28 4.84 -0.88 3.26  0.04
H29 4.27 -1.64 4.80  0.05
H30 4.26 0.16 4.61  0.05
H31 2.51 -3.02 4.66  0.04
H32 0.91 -2.93 3.84  0.01
H33 2.38 -3.34 2.88  0.04
H34 2.20 -1.43 6.30  0.10
H35 1.05 -0.33 8.22  0.12
H36 -0.34 1.70 7.84  0.12
H37 -0.60 2.64 5.55  0.10
H38 -0.63 3.82 3.43  0.04
H39 -1.45 3.26 1.92  0.03
H40 -1.95 2.59 3.57  0.04
H41 1.75 3.52 2.77  0.05
H42 2.65 2.03 2.29  0.01
H43 1.59 2.88 1.09  0.01

=====

Number 1: DFT total energy -7640.03060 Eh. Number 2: DFT total energy -2476.06031 Eh. Number 3: DFT total energy -2214.89454 Eh. Number 4: DFT total energy -7497.44592 Eh. Number 5: DFT total energy -7149.77557 Eh.